(1)
# C6H12N2O

A structure of composition C6H12N2O (ωB97M-V with the def2-TZVPD basis set, the Open Molecules 2025 dataset).

Output
relative energy (zero: lowest compared OMol25 entry of this formula, charge and spin) = 375.7 kJ/mol
charge = 0
multiplicity = 1

Last column: Löwdin charge in e.
Positions of all 21 atoms, in Å:
C (1.13522, 0.68509, 0.02782)  -0.403
C (-0.79725, -0.73694, 1.04946)  -0.083
C (1.54344, 1.28339, 1.37963)  -0.045
C (-0.68213, -0.95292, -1.54660)  -0.025
C (-0.40788, 0.43677, 0.07771)  -0.466
C (-1.45797, -1.61845, 0.10087)  -0.264
N (1.51674, 1.59924, -1.02835)  0.047
N (-2.39941, -2.35209, -0.10180)  0.174
O (-1.19229, 1.37740, -0.06140)  0.042
H (1.65404, -0.26509, -0.12704)  0.138
H (0.91348, 2.41659, -0.99835)  0.082
H (1.41413, 1.17780, -1.94384)  0.066
H (-2.99176, -2.72227, 0.63573)  0.086
H (0.08602, -1.24553, 1.43939)  0.123
H (-1.46297, -0.39504, 1.84481)  0.130
H (1.29442, 0.62523, 2.21088)  0.072
H (2.61485, 1.46753, 1.38424)  0.081
H (1.02699, 2.22957, 1.53084)  0.087
H (-1.57111, -1.19619, -2.12392)  0.052
H (-0.32786, -0.09606, -2.11687)  0.053
H (0.09128, -1.71803, -1.63320)  0.054

---

(2)
# C6H12N2O2

An isolated molecule of C6H12N2O2 (ωB97M-V with the def2-TZVPD basis set, the Open Molecules 2025 dataset).

Output
relative energy (zero: lowest compared OMol25 entry of this formula, charge and spin) = 358.9 kJ/mol
charge = 0
multiplicity = 1
SMILES string = O/N=C1\CCCC[C@@H]1NO

Last column: Löwdin charge in e.
Positions of all 22 atoms, in Å:
C (0.19298, 0.96803, 0.58122)  -0.284
C (-1.06727, 1.33562, -0.21366)  -0.123
C (-2.06071, 0.09721, -0.07169)  -0.172
C (-1.41805, -1.26352, -0.49489)  -0.173
C (-0.14729, -1.57971, 0.30108)  -0.134
C (0.79223, -0.43609, 0.20998)  -0.221
H (2.15605, 1.30493, -0.94293)  0.070
H (1.99582, 1.88728, 1.14410)  0.123
H (-0.14903, 0.94857, 1.63854)  0.158
H (-1.51710, 2.23006, 0.25490)  0.121
H (-0.80884, 1.52811, -1.24124)  0.103
H (-2.42826, 0.04639, 0.93189)  0.091
H (-2.96732, 0.32900, -0.62390)  0.098
H (-1.25384, -1.15578, -1.54552)  0.105
H (-2.12682, -2.06867, -0.33763)  0.105
H (0.34650, -2.45218, -0.12349)  0.106
H (-0.38824, -1.76635, 1.37285)  0.144
H (3.45438, -1.73841, -0.39356)  0.134
N (1.18121, 2.04760, 0.51784)  -0.088
N (2.06400, -0.55922, 0.00318)  0.002
O (1.66731, 2.15617, -0.80877)  -0.098
O (2.48229, -1.85905, -0.15829)  -0.067

---

(3)
# C6H12N2O2

A cluster of 2 separate species, C6H12N2O2 in total (ωB97M-V with the def2-TZVPD basis set, the Open Molecules 2025 dataset).

Output
relative energy (zero: lowest compared OMol25 entry of this formula, charge and spin) = 122.1 kJ/mol
charge = 0
multiplicity = 1
SMILES string = c1c[nH]cn1.OCCCO

Last column: Löwdin charge in e.
Positions of all 22 atoms, in Å:
O (1.71801, -1.09992, -0.83665)  -0.126
O (1.17913, 0.53608, 1.44765)  -0.140
C (1.23816, -2.12398, 0.02745)  -0.254
C (0.62820, -0.66416, 2.01580)  -0.254
C (0.13486, -1.64801, 0.96508)  -0.191
H (1.92066, -0.33356, -0.26044)  0.078
H (0.43969, 1.03791, 1.04542)  -0.027
H (0.85589, -2.92499, -0.63414)  0.119
H (2.06655, -2.54885, 0.62636)  0.119
H (-0.17920, -0.41183, 2.72986)  0.114
H (1.46022, -1.11155, 2.59290)  0.118
H (-0.67673, -1.18869, 0.36859)  0.100
H (-0.28938, -2.52408, 1.49231)  0.119
N (-0.49728, 1.31550, -0.07373)  0.037
C (-0.32209, 0.77950, -1.27119)  -0.141
C (-1.45941, 2.28118, -0.24910)  -0.116
C (-1.86911, 2.32903, -1.56403)  -0.103
N (-1.13124, 1.36249, -2.20084)  0.054
H (0.37023, -0.02501, -1.51928)  0.112
H (-1.80936, 2.89440, 0.58132)  0.108
H (-2.59830, 2.94599, -2.08915)  0.111
H (-1.17959, 1.12259, -3.19414)  0.163

---

(4)
# C6H12N2O3

An isolated molecule of C6H12N2O3 (ωB97M-V with the def2-TZVPD basis set, the Open Molecules 2025 dataset).

Output
relative energy (zero: lowest compared OMol25 entry of this formula, charge and spin) = 272.0 kJ/mol
charge = 0
multiplicity = 1
SMILES string = C[C@H](N)C(=O)N[C@@H](C)C(=O)O

Last column: Löwdin charge in e.
Positions of all 23 atoms, in Å:
C (2.02608, 0.46695, 0.57160)  -0.332
C (1.23010, -0.44994, -0.32636)  -0.508
C (3.06758, 1.09140, -0.26746)  -0.083
C (-1.14052, 0.54583, -0.03430)  -0.245
C (-2.38003, -0.41098, 0.15728)  -0.446
C (-1.66984, 1.92775, -0.45440)  -0.018
H (3.22388, -1.07942, 0.48416)  0.056
H (2.33319, -1.17600, 1.93429)  0.069
H (1.53074, 1.12051, 1.27793)  0.128
H (4.02854, 0.91016, 0.19570)  0.071
H (2.86683, 2.20876, -0.58797)  0.118
H (2.99363, 0.36316, -1.16417)  0.107
H (-0.43412, -0.86609, -1.36903)  0.170
H (-0.84311, 0.67285, 1.01881)  0.145
H (-2.67519, 1.66359, -0.96589)  0.118
H (-0.86624, 2.47733, -0.97279)  0.093
H (-1.91468, 2.51887, 0.35698)  0.047
H (-4.18431, -0.58451, 0.64128)  0.058
N (2.89122, -0.59177, 1.31376)  0.028
N (-0.05287, -0.24678, -0.62067)  0.134
O (1.87976, -1.24624, -0.96369)  0.030
O (-2.44206, -1.41858, -0.38570)  0.167
O (-3.52867, -0.00838, 0.90200)  0.092

---

(5)
# C6H12N2O4

An isolated molecule of C6H12N2O4 (ωB97M-V with the def2-TZVPD basis set, the Open Molecules 2025 dataset).

Output
relative energy (zero: lowest compared OMol25 entry of this formula, charge and spin) = 82.2 kJ/mol
charge = 0
multiplicity = 1
SMILES string = C[C@H](N)C(=O)N[C@@H](CO)C(=O)O

Last column: Löwdin charge in e.
Positions of all 24 atoms, in Å:
C (-1.80739, 0.27484, -0.30576)  -0.378
C (-1.36640, -0.27637, 1.04990)  -0.464
C (-2.04063, -0.78074, -1.40425)  -0.028
C (1.07834, -0.00599, 0.44931)  -0.199
C (1.98337, -1.16736, -0.11643)  -0.427
C (1.84100, 1.17855, 0.99530)  -0.213
H (-1.18603, 2.25543, -0.30823)  0.104
H (-1.28774, 1.58838, -1.78804)  0.075
H (-2.79638, 0.49211, 0.02166)  0.119
H (-2.55996, -0.35208, -2.24219)  0.069
H (-1.04508, -1.12843, -1.78779)  0.089
H (-2.60397, -1.65302, -0.99251)  0.102
H (0.15665, -0.81094, 2.22052)  0.156
H (0.53720, 0.35175, -0.41648)  0.111
H (1.13356, 1.89843, 1.39873)  0.127
H (2.49810, 0.86889, 1.77100)  0.115
H (3.07967, 1.00468, -0.46363)  0.090
H (0.58008, -2.37392, 0.22684)  0.087
N (-1.09323, 1.39603, -0.83784)  0.052
N (-0.03654, -0.54859, 1.26224)  0.120
O (-2.26529, -0.54317, 1.79076)  0.096
O (3.14438, -1.01231, -0.37066)  0.117
O (2.58261, 1.75795, -0.05119)  -0.052
O (1.47367, -2.41412, -0.10127)  0.132

---

(6)
# C6H12N2OS

An isolated molecule of C6H12N2OS (ωB97M-V with the def2-TZVPD basis set, the Open Molecules 2025 dataset).

Output
relative energy (zero: lowest compared OMol25 entry of this formula, charge and spin) = 482.8 kJ/mol
charge = 0
multiplicity = 1
SMILES string = C[C@@H]1C=C[S@@](=O)(=NN)CC1

Last column: Löwdin charge in e.
Positions of all 22 atoms, in Å:
C (0.58213, 0.28872, 1.60611)  -0.138
C (-0.65971, -0.16377, 1.46974)  -0.075
C (-0.75216, 0.78268, -0.91925)  -0.212
C (0.56289, 0.02843, -1.22587)  -0.241
C (-1.42964, -0.17764, 0.11506)  -0.366
C (-2.84167, 0.37954, 0.29047)  -0.074
N (2.86603, -1.69772, -0.19453)  -0.092
N (2.94330, -0.33369, -0.10396)  -0.374
O (2.18189, 1.98485, -0.08299)  -0.398
S (1.68276, 0.52088, 0.13290)  0.811
H (1.20100, 0.48157, 2.50945)  0.100
H (3.62651, -2.09350, 0.29908)  0.050
H (-1.30503, -0.28356, 2.36293)  0.120
H (-0.56182, 1.77311, -0.40302)  0.135
H (-1.37692, 0.91093, -1.74310)  0.090
H (0.22428, -1.08886, -1.21085)  0.123
H (1.07216, 0.25690, -2.15224)  0.095
H (-1.36010, -1.12617, -0.46290)  0.130
H (-2.88828, 1.42340, 0.40611)  0.068
H (-3.38648, 0.00215, 1.13493)  0.066
H (-3.35087, -0.01840, -0.62083)  0.101
H (2.96974, -1.84985, -1.20725)  0.081

---

(7)
# C6H12N3

The ion C6H12N3 with charge +1 (ωB97M-V with the def2-TZVPD basis set, the Open Molecules 2025 dataset).

Output
relative energy (zero: lowest compared OMol25 entry of this formula, charge and spin) = 421.6 kJ/mol
charge = +1
multiplicity = 1
SMILES string = N[C@@H]1C=C[N@H+]2CCCN12

Last column: Löwdin charge in e.
Positions of all 21 atoms, in Å:
C (-1.65668, 1.22139, 0.35274)  0.003
C (-0.52845, 1.81985, -0.05000)  0.031
C (2.23166, -0.62255, 0.02137)  -0.123
C (0.91012, -1.33753, 0.12214)  -0.171
C (1.66514, 0.80474, 0.02344)  -0.148
C (-1.69752, -0.27689, 0.35015)  -0.226
N (-0.14832, -0.48862, -0.57382)  0.000
N (-2.75465, -0.93144, -0.30326)  0.083
N (0.43030, 0.81858, -0.73105)  -0.094
H (-2.49631, 1.74556, 0.85617)  0.144
H (-0.03653, 2.69867, 0.08174)  0.096
H (2.80669, -0.78035, 0.98330)  0.153
H (2.72179, -0.93051, -0.86535)  0.107
H (0.86847, -2.33301, -0.39656)  0.136
H (0.59785, -1.57582, 1.09664)  0.089
H (1.64048, 1.11165, 1.09607)  0.159
H (2.51047, 1.39319, -0.37026)  0.145
H (-1.69276, -0.69967, 1.43552)  0.180
H (-2.91150, -1.86398, -0.02593)  0.079
H (-2.74597, -0.85855, -1.31303)  0.104
H (0.28570, 1.08527, -1.79002)  0.254

---

(8)
# C6H12N3O2

A structure of composition C6H12N3O2 (ωB97M-V with the def2-TZVPD basis set, the Open Molecules 2025 dataset).

Output
relative energy (zero: lowest compared OMol25 entry of this formula, charge and spin) = 842.4 kJ/mol
charge = +1
multiplicity = 1

Last column: Löwdin charge in e.
Positions of all 23 atoms, in Å:
C (-0.28787, 1.02499, -0.76601)  -0.055
C (-1.43020, 0.04709, 0.55796)  -0.041
C (-0.67788, -1.25709, 0.77137)  -0.254
C (-0.27107, -1.84351, -0.52344)  -0.194
C (1.04752, -1.26813, -1.04576)  -0.079
C (0.95838, 0.29223, -0.94993)  -0.144
N (-0.70191, 1.99017, -1.52533)  0.262
N (1.73189, 0.69386, 0.30958)  -0.338
N (-1.35699, 0.95878, 1.80807)  0.113
O (2.86912, 0.33209, 0.39187)  0.151
O (1.22566, 1.32854, 1.21707)  0.036
H (0.22164, -1.21687, 1.49206)  0.144
H (-1.12600, -1.97110, 1.38564)  0.097
H (0.00032, -2.88093, -0.39444)  0.134
H (-0.94861, -1.70079, -1.22702)  0.075
H (1.91669, -1.65907, -0.52144)  0.131
H (1.07153, -1.66448, -2.00492)  0.104
H (1.60219, 0.70398, -1.75956)  0.173
H (-1.50855, 2.40029, -1.20149)  0.108
H (-0.07265, 2.37704, -2.19665)  0.147
H (-0.33139, 1.14014, 2.11476)  0.151
H (-1.93052, 0.45156, 2.45352)  0.136
H (-2.00130, 1.72121, 1.61407)  0.142

---

(9)
# C6H12N3O3

A cluster of 4 separate species, C6H12N3O3 in total (ωB97M-V with the def2-TZVPD basis set, the Open Molecules 2025 dataset).

Output
relative energy (zero: lowest compared OMol25 entry of this formula, charge and spin) = 37.0 kJ/mol
charge = -1
multiplicity = 1

Last column: Löwdin charge in e.
Positions of all 24 atoms, in Å:
C (-1.45493, -0.71547, 0.79408)  -0.623
C (-5.15768, -1.11267, -0.19965)  -0.329
C (1.96288, -0.57083, 0.46128)  -0.095
C (-4.33585, 1.20303, -0.05715)  -0.172
C (3.12340, -3.26559, -0.29580)  -0.191
C (1.46140, -1.55721, -0.47648)  -0.288
N (-1.67842, 0.43023, 0.60398)  0.024
N (-5.10845, 0.06117, -0.05581)  0.060
N (1.89134, -2.70494, -0.75999)  -0.047
O (-0.92455, 2.71196, -0.41677)  -0.115
O (-5.52599, -2.21312, -0.41204)  0.100
O (-1.38081, -1.85039, 1.17096)  -0.031
H (2.61567, 0.24590, -0.04831)  0.111
H (2.60903, -0.99751, 1.25253)  0.060
H (1.07850, -0.11055, 1.00157)  0.078
H (-4.32131, 1.56113, 1.10767)  0.131
H (-3.24946, 1.15716, -0.32228)  0.031
H (-4.73157, 1.97170, -0.70942)  0.056
H (3.39879, -3.16102, 0.82961)  0.084
H (3.16405, -4.44552, -0.45823)  0.093
H (3.88134, -2.78841, -0.89308)  0.054
H (0.51000, -1.24801, -0.95986)  0.108
H (-1.01079, 1.88333, 0.04405)  -0.092
H (-1.72562, 3.15079, -0.67550)  -0.007

---

(10)
# C6H12N4O2

An isolated molecule of C6H12N4O2 (ωB97M-V with the def2-TZVPD basis set, the Open Molecules 2025 dataset).

Output
relative energy (zero: lowest compared OMol25 entry of this formula, charge and spin) = 259.0 kJ/mol
charge = 0
multiplicity = 1

Last column: Löwdin charge in e.
Positions of all 24 atoms, in Å:
C (-0.84041, 2.77073, -0.91138)  -0.138
N (-1.82564, 1.70665, -0.76157)  -0.099
C (-1.43711, 0.54994, 0.04110)  -0.178
N (0.01460, 0.34439, 0.11310)  -0.046
C (0.66011, -0.20885, 1.32880)  -0.071
C (1.20451, -1.58182, 0.85815)  -0.168
C (1.00737, -2.83491, 1.82822)  -0.715
O (0.14744, -2.62708, 2.69554)  -0.021
O (1.71674, -3.78311, 1.54797)  0.013
N (0.49504, -1.87483, -0.45146)  0.127
C (0.46380, -0.54560, -0.84946)  -0.358
N (0.90001, -0.12260, -2.01478)  0.282
H (-0.40382, 3.12500, 0.03143)  0.080
H (-1.33330, 3.61678, -1.39310)  0.081
H (-0.02707, 2.46672, -1.57017)  0.048
H (-2.67525, 2.09791, -0.37812)  0.103
H (-1.79884, 0.60383, 1.07229)  0.136
H (-1.90582, -0.34061, -0.40287)  0.123
H (1.55431, 0.40096, 1.48717)  0.120
H (0.07114, -0.16861, 2.24113)  0.123
H (2.26100, -1.51361, 0.59456)  0.139
H (-0.45054, -2.16065, -0.18062)  0.143
H (0.77220, -0.65513, -2.86219)  0.143
H (1.42953, 0.73450, -2.06372)  0.134

---

(11)
# C6H12N5

The ion C6H12N5 with charge +1 (ωB97M-V with the def2-TZVPD basis set, the Open Molecules 2025 dataset).

Output
relative energy (zero: lowest compared OMol25 entry of this formula, charge and spin) = 363.9 kJ/mol
charge = +1
multiplicity = 1
SMILES string = NN1C=C2N(N)C=CC[N@H+]2C1

Last column: Löwdin charge in e.
Positions of all 23 atoms, in Å:
C (2.12453, 1.21553, -0.06601)  -0.074
C (2.45065, -0.07600, 0.20698)  -0.033
C (-0.97133, -1.21204, -0.10086)  0.026
C (0.15727, -0.63591, 0.29737)  -0.187
C (0.77890, 1.57021, -0.37874)  -0.117
C (-1.52800, 0.93998, 0.47484)  -0.075
N (1.48909, -1.02478, 0.30018)  -0.161
N (-2.00668, -0.26317, -0.13572)  -0.169
N (1.74788, -2.34643, 0.02752)  0.135
N (-3.44934, -0.62470, -0.08169)  0.125
N (-0.06772, 0.77220, 0.56493)  0.004
H (2.84833, 1.93825, -0.39938)  0.114
H (3.43966, -0.48324, 0.25739)  0.136
H (-1.18338, -2.23317, -0.03456)  0.125
H (0.38441, 2.69763, -0.34132)  0.193
H (0.26786, 1.19354, -1.25268)  0.141
H (-1.80864, 1.75633, -0.07794)  0.108
H (-2.18189, 1.07110, 1.41580)  0.182
H (2.70817, -2.28998, -0.26981)  0.098
H (1.14711, -2.47091, -0.76823)  0.091
H (-3.50319, -1.55131, 0.39238)  0.107
H (-3.69564, -0.79952, -1.00188)  0.054
H (0.26610, 1.06773, 1.43953)  0.177

---

(12)
# C6H12N6O2

A cluster of 2 separate species, C6H12N6O2 in total (ωB97M-V with the def2-TZVPD basis set, the Open Molecules 2025 dataset).

Output
relative energy (zero: lowest compared OMol25 entry of this formula, charge and spin) = 20.5 kJ/mol
charge = 0
multiplicity = 1

Last column: Löwdin charge in e.
Positions of all 26 atoms, in Å:
C (1.73327, 1.14974, 0.38331)  -0.385
C (0.74566, 0.16880, 0.22389)  -0.309
C (3.45237, 2.45316, -0.39056)  -0.344
C (1.36752, -0.35247, -1.98417)  -0.162
C (-1.70423, 1.45198, 0.20865)  -0.095
C (-1.46401, 0.50338, 1.39385)  -0.241
N (4.14771, 3.31973, -0.07951)  0.108
N (1.43357, -0.18531, -3.15816)  0.238
N (2.48775, 1.51701, -0.59427)  0.087
N (0.57125, -0.39164, -1.01371)  -0.039
N (1.67621, 1.69540, 1.66651)  0.158
N (-0.17080, -0.24062, 1.18295)  -0.055
O (2.02037, -5.34820, -1.05501)  -0.051
O (-0.47210, -1.35414, -1.07013)  0.062
H (-2.60215, 2.12456, 0.33715)  0.086
H (-0.83998, 2.21325, 0.24642)  0.096
H (-1.66548, 0.75656, -0.74337)  0.105
H (-1.50789, 1.15594, 2.27785)  0.106
H (-2.19563, -0.30280, 1.40553)  0.102
H (1.38405, 1.10764, 2.40758)  0.077
H (2.27384, -0.45616, -3.62374)  0.083
H (2.49097, 2.28218, 1.81849)  0.089
H (2.03167, -4.40602, -0.82529)  0.033
H (-0.02647, -0.74812, 2.05154)  0.134
H (2.06017, -5.63320, -0.15311)  0.016
H (-0.65718, -1.32875, -0.07348)  0.099